(1)
13
Properties=species:S:1:pos:R:3 method="wB97M-V/def2-TZVPD" total_energy_ev=-8258.8571 homo_energy_ev=-9.82 fmax_ev_per_a=0.48 e_above_lowest_kj_mol=337.8 gap_ev=11.014 charge=0
N -0.938 1.409 1.140
C -1.734 0.646 0.544
C -0.718 1.159 -0.344
C 0.416 0.240 -0.757
C 1.255 -0.369 0.402
C 0.517 -1.598 -0.043
N -0.118 -1.127 -1.054
H -0.952 1.989 -1.009
H 0.990 0.664 -1.587
H 2.335 -0.396 0.227
H 1.050 0.018 1.405
H 0.468 -2.627 0.318
H -2.571 -0.007 0.759

(2)
83
Properties=species:S:1:pos:R:3 method="wB97M-V/def2-TZVPD" total_energy_ev=-126453.0704 s_squared=0.7543 spin_multiplicity=2 homo_energy_ev="-9.87 / -9.92" fmax_ev_per_a=0.82 e_above_lowest_kj_mol=23.8 gap_ev="7.328 / 5.984" charge=+1
Ru -0.909 0.020 0.767
C -0.842 -0.533 -5.778
C -0.270 -1.606 -5.111
C -0.430 -1.737 -3.737
C -1.165 -0.789 -3.032
C -1.746 0.282 -3.710
C -1.588 0.407 -5.079
P -1.422 -0.897 -1.251
C -0.209 -2.060 -0.549
C -0.566 -2.914 0.494
C 0.417 -3.653 1.166
C 1.739 -3.547 0.797
C 2.112 -2.688 -0.245
C 1.158 -1.942 -0.894
C -3.029 -1.653 -1.082
C -3.701 -2.323 -2.070
C -4.963 -2.882 -1.787
C -5.513 -2.730 -0.543
C -4.840 -2.018 0.480
C -5.406 -1.820 1.761
C -4.709 -1.112 2.690
C -3.423 -0.583 2.404
C -2.804 -0.746 1.182
C -3.565 -1.471 0.208
H -0.713 -0.434 -6.848
H 0.298 -2.346 -5.658
H 0.005 -2.584 -3.224
H -2.330 1.016 -3.165
H -2.043 1.238 -5.602
H -1.607 -3.036 0.762
H 0.125 -4.320 1.967
H 2.492 -4.134 1.307
H 3.153 -2.598 -0.529
H 1.449 -1.275 -1.697
H -3.275 -2.423 -3.061
H -5.494 -3.423 -2.558
H -6.488 -3.149 -0.325
H -6.382 -2.232 1.983
H -5.135 -0.947 3.673
H -2.928 -0.052 3.201
C -0.077 -0.210 3.828
O -0.904 0.569 2.964
C -0.758 1.977 3.063
C -1.868 2.501 2.203
O -1.677 2.012 0.871
C -1.111 2.978 -0.016
H -0.064 0.224 4.830
H 0.935 -0.272 3.436
H -0.519 -1.204 3.863
H 0.225 2.290 2.694
H -0.870 2.314 4.098
H -1.905 3.591 2.213
H -2.825 2.107 2.541
H -1.817 3.799 -0.149
H -0.938 2.480 -0.964
H -0.163 3.356 0.375
C 4.091 0.965 -1.755
Si 2.458 1.778 -1.362
C 1.310 1.521 -2.799
C 2.658 3.625 -1.175
As 1.539 0.841 0.620
Si 3.452 1.014 2.027
C 4.400 2.577 1.673
C 3.034 1.049 3.846
C 4.480 -0.504 1.690
H 4.499 1.404 -2.669
H 3.961 -0.106 -1.928
H 4.835 1.089 -0.968
H 1.490 2.320 -3.524
H 0.265 1.567 -2.509
H 1.470 0.570 -3.311
H 3.160 3.999 -2.072
H 3.247 3.929 -0.312
H 1.687 4.120 -1.113
H 3.783 3.463 1.834
H 4.811 2.624 0.666
H 5.234 2.620 2.378
H 2.197 1.704 4.094
H 3.914 1.428 4.373
H 2.819 0.055 4.239
H 4.885 -0.520 0.678
H 3.883 -1.408 1.829
H 5.316 -0.539 2.394

(3)
18
Properties=species:S:1:pos:R:3 method="wB97M-V/def2-TZVPD" total_energy_ev=-9799.2137 s_squared=0.7645 spin_multiplicity=2 homo_energy_ev="-13.50 / -13.50" fmax_ev_per_a=1.23 e_above_lowest_kj_mol=0.0 gap_ev="10.338 / 6.030" charge=+1
C -1.072 -2.621 0.720
C -0.369 -1.293 1.065
N 0.279 -0.709 -0.093
C 1.569 -0.453 -0.269
N 2.491 -0.867 0.591
N 1.823 0.290 -1.362
H -2.099 -2.462 0.382
H -0.557 -3.089 -0.108
H -1.082 -3.246 1.596
H 0.351 -1.422 1.857
H -1.130 -0.580 1.389
H -0.321 -0.486 -0.879
H 2.251 -1.491 1.338
H 3.442 -0.553 0.479
H 2.822 0.430 -1.513
H -4.498 4.739 -0.933
H -3.586 4.086 0.028
O -3.582 4.814 -0.622